Entry 1:
Here is 8 unconnected molecules or ions with the total composition C35H58NO19S2 from the OMol25 dataset. Energies are from the ωB97M-V functional and the def2-TZVPD basis.

Computed properties:
- E_HOMO (eV) = -6.732
- Kohn-Sham gap (eV) = 8.4
- E_LUMO (eV) = 1.705
- total charge = -1

Element x y z (Å)
C: -7.3352 5.0476 1.1754
C: -8.4804 4.7305 0.0061
C: -9.4869 3.5870 0.6323
C: -8.9865 2.0373 0.3943
C: -8.7890 1.6181 -1.1812
C: -7.2404 1.8331 -1.7099
C: -7.3594 2.6495 -3.1648
S: -5.6895 3.5568 -3.3608
O: -5.6397 4.5853 -2.2063
O: -5.5748 4.2867 -4.7210
N: -4.4499 2.3290 -3.3192
S: -3.4177 2.4651 -1.9178
O: -2.2185 1.4695 -2.1677
O: -4.0596 2.0184 -0.5814
O: -2.7011 4.0011 -1.6961
H: -6.9004 4.0120 1.5450
H: -7.9192 5.5301 2.0813
H: -6.4733 5.7563 0.7846
H: -9.1013 5.7266 -0.1902
H: -7.9970 4.4400 -1.0232
H: -9.5152 3.7782 1.8071
H: -10.5923 3.7714 0.2529
H: -9.8325 1.3344 0.8582
H: -8.0118 1.7883 1.0363
H: -9.0237 0.4504 -1.2535
H: -9.5812 2.1247 -1.9155
H: -6.6583 0.8350 -1.9006
H: -6.7226 2.5418 -0.9083
H: -7.5102 1.8656 -4.0490
H: -8.2604 3.4204 -3.1105
H: -3.0551 4.3020 -0.7861
O: -4.0565 -0.8936 3.0571
C: -2.9106 -0.5053 2.9018
O: -1.8356 -0.9817 3.5958
C: -0.6769 -0.2297 3.2385
C: -0.9910 0.3697 1.8928
C: -2.4816 0.5846 1.9668
H: -0.5065 0.5343 4.0043
H: 0.1936 -0.8908 3.1975
H: -0.4270 1.2831 1.6861
H: -0.7634 -0.3550 1.1016
H: -2.7316 1.5533 2.4084
H: -2.9523 0.4719 0.9875
O: 1.7576 1.2449 1.6539
C: 2.0175 1.9938 0.7266
O: 3.0314 1.7918 -0.1652
C: 3.1137 2.9139 -1.0427
C: 1.7552 3.5622 -0.9879
C: 1.3119 3.2813 0.4256
H: 3.9066 3.5793 -0.6853
H: 3.3637 2.5749 -2.0522
H: 1.7757 4.6265 -1.2368
H: 1.0774 3.0632 -1.6913
H: 1.6591 4.0503 1.1213
H: 0.2280 3.1613 0.4898
O: 4.2371 -4.9845 3.7390
C: 3.8065 -4.0288 3.1150
O: 4.5889 -3.1193 2.4632
C: 3.7622 -2.0820 1.9375
C: 2.3857 -2.6846 1.8334
C: 2.3611 -3.6536 2.9883
H: 3.7920 -1.2297 2.6245
H: 4.1436 -1.7649 0.9626
H: 1.5859 -1.9402 1.8697
H: 2.2924 -3.2358 0.8897
H: 2.0338 -3.1740 3.9150
H: 1.7448 -4.5277 2.7656
O: 10.5570 -4.5791 -0.2994
C: 9.4423 -4.5792 0.1962
O: 8.2982 -4.2708 -0.4822
C: 7.2005 -4.2653 0.4292
C: 7.6435 -5.1159 1.5907
C: 9.1302 -4.8683 1.6333
H: 6.9974 -3.2308 0.7253
H: 6.3123 -4.6746 -0.0608
H: 7.1319 -4.8693 2.5248
H: 7.4536 -6.1734 1.3699
H: 9.3795 -3.9910 2.2366
H: 9.6736 -5.7481 1.9855
O: 0.9789 3.5277 -7.4904
C: 0.0019 3.0064 -6.9786
O: -0.3745 3.1867 -5.6786
C: -1.4910 2.3455 -5.3933
C: -2.1163 2.0472 -6.7308
C: -0.9277 2.0474 -7.6585
H: -1.1283 1.4413 -4.8931
H: -2.1839 2.8661 -4.7259
H: -2.6808 1.1111 -6.7429
H: -2.8000 2.8582 -7.0098
H: -0.4518 1.0642 -7.7103
H: -1.1978 2.4005 -8.6564
O: 4.0097 -6.3022 -0.3120
C: 2.8040 -6.4875 -0.3039
O: 1.8761 -5.5087 -0.0914
C: 0.5775 -6.0975 -0.0412
C: 0.7061 -7.4074 -0.7736
C: 2.1275 -7.8136 -0.4768
H: 0.2961 -6.2338 1.0083
H: -0.1477 -5.4323 -0.5191
H: -0.0348 -8.1489 -0.4629
H: 0.5887 -7.2428 -1.8516
H: 2.2030 -8.3778 0.4569
H: 2.5656 -8.3748 -1.3053
O: 3.8359 0.1646 4.5026
C: 4.9819 0.5529 4.3473
O: 6.0569 0.0765 5.0413
C: 7.2156 0.8286 4.6840
C: 6.9014 1.4279 3.3383
C: 5.4109 1.6429 3.4123
H: 7.3860 1.5925 5.4498
H: 8.0861 0.1674 4.6430
H: 7.4655 2.3413 3.1316
H: 7.1290 0.7032 2.5471
H: 5.1608 2.6115 3.8539
H: 4.9402 1.5302 2.4330

Atomic forces in eV per Å
-0.6 -0.4 -0.4
-0.1 0.5 0.7
0.3 0.3 0.4
-0.9 -0.2 0.3
0.1 -1.4 0.1
-1.0 1.3 -0.4
0.1 -1.2 0.7
1.1 4.2 -1.0
-0.2 -3.4 -2.5
-0.8 -2.9 3.7
0.2 2.5 2.6
1.6 -5.4 1.8
-3.8 4.0 -0.1
1.2 2.6 -3.7
-1.8 -1.4 1.4
-0.7 2.2 -0.8
1.4 -0.8 -1.8
-1.8 -1.6 0.9
1.3 -2.1 0.5
-0.8 0.4 2.2
0.0 -0.4 -2.4
2.3 -0.7 0.6
1.8 1.5 -1.0
-2.0 0.7 -1.6
0.4 2.5 0.2
1.7 -0.8 1.8
-1.1 2.1 0.7
-0.7 -1.7 -2.0
0.4 1.9 1.8
2.3 -1.4 -0.3
0.4 -0.7 -2.0
1.9 0.1 0.2
-2.0 -0.2 0.3
-0.8 -0.3 -0.1
0.8 0.2 0.1
0.3 0.5 -0.6
0.2 -0.2 -0.5
0.0 -0.1 0.0
-0.2 0.0 0.2
-0.2 -0.4 0.2
0.0 0.1 0.1
-0.2 -0.1 -0.1
-0.2 0.3 0.3
1.1 0.7 -1.6
-0.3 -1.0 1.6
-0.4 -0.4 0.8
0.4 0.3 -0.7
-0.5 0.5 -0.6
-0.3 0.2 -0.3
0.0 -0.1 0.0
0.1 -0.1 0.3
0.0 -0.2 0.0
0.1 0.1 0.1
-0.1 -0.1 0.1
0.2 0.0 0.3
-0.1 1.5 -1.1
0.7 -1.3 1.2
0.1 -1.0 0.5
0.0 1.0 -0.4
-0.8 0.2 -0.6
-0.4 0.0 -0.4
-0.1 -0.2 -0.1
0.1 -0.1 0.2
0.2 0.0 0.0
0.0 0.1 0.2
0.0 -0.2 0.0
0.2 0.0 0.4
-1.8 0.1 0.3
1.7 0.3 -0.9
1.1 -0.2 0.0
-1.0 0.1 0.1
-0.5 -0.4 0.7
-0.2 -0.4 0.3
0.0 -0.1 0.0
0.2 0.2 -0.1
-0.1 0.0 -0.2
0.0 0.2 0.0
0.1 -0.1 0.0
0.2 0.4 0.0
-1.2 -0.4 1.1
1.6 0.7 -0.3
0.8 0.3 -1.1
-0.7 -0.3 0.8
-0.8 -0.2 -0.2
-0.5 0.0 -0.2
-0.1 0.1 0.0
0.3 -0.1 -0.1
0.0 0.2 0.1
0.1 -0.2 0.1
0.1 0.1 -0.1
0.4 -0.2 0.0
-2.0 0.3 0.0
2.2 0.3 0.3
0.8 -0.2 -0.2
-0.8 0.2 0.1
-0.6 -0.6 -0.4
-0.3 -0.3 -0.4
0.0 0.0 -0.1
0.3 0.1 0.2
0.0 0.2 0.0
0.0 0.0 0.2
0.2 0.0 -0.1
0.2 0.0 0.4
2.1 0.2 0.1
-2.1 -0.5 0.5
-0.7 -0.1 -0.2
0.7 0.0 0.2
0.5 0.3 -0.7
0.2 0.1 -0.5
0.0 -0.1 0.0
-0.3 0.0 0.2
0.0 -0.2 0.1
0.0 0.1 0.1
-0.2 -0.1 -0.1
-0.3 0.1 0.3



Entry 2:
Here is a molecular structure, C16H14F7InN5O4S3 from the OMol25 dataset. Energies are from the ωB97M-V functional and the def2-TZVPD basis.

Computed properties:
- E_HOMO (eV) = -11.481
- Kohn-Sham gap (eV) = 7.4
- E_LUMO (eV) = -4.058
- total charge = +1

Element x y z (Å)
In: 0.2831 0.4114 0.2537
C: -3.2878 0.5839 -2.7394
C: -1.9711 0.8393 -2.0836
N: -1.7871 1.3159 -0.9233
N: -2.7337 1.7167 -0.0652
C: -2.3243 2.4459 1.0102
N: -3.2718 2.8558 1.8524
S: -0.7097 2.8267 1.2520
C: -0.6921 0.5815 -2.7888
C: -0.6483 0.1793 -4.1108
C: 0.5847 0.0172 -4.7274
C: 1.7349 0.3039 -4.0182
C: 1.6157 0.6856 -2.6910
N: 0.4367 0.7981 -2.0883
H: -4.1214 0.9820 -2.1654
H: -3.3261 1.0364 -3.7297
H: -3.4342 -0.4935 -2.8457
H: -3.7151 1.5268 -0.2146
H: -4.2537 2.7083 1.6845
H: -2.9956 3.4239 2.6353
H: -1.5618 -0.0180 -4.6533
H: 0.6415 -0.3290 -5.7503
H: 2.7109 0.2128 -4.4723
H: 2.4914 0.8886 -2.0920
F: -1.7776 -4.4514 0.2837
C: -1.5190 -3.8403 -0.8565
F: -2.6535 -3.3685 -1.3856
F: -0.9515 -4.6746 -1.7042
S: -0.4292 -2.3518 -0.6186
O: -1.3622 -1.3498 -0.0881
O: 0.0769 -2.0776 -1.9283
N: 0.6615 -2.6865 0.4477
S: 2.1464 -2.1816 0.2108
O: 2.9311 -2.3688 1.3733
O: 2.1624 -0.8355 -0.3882
C: 2.8746 -3.2632 -1.1446
F: 4.1016 -3.6124 -0.8065
F: 2.1211 -4.3528 -1.2723
F: 2.9136 -2.6082 -2.2980
F: 0.8727 -0.3652 6.4538
C: 0.7848 -0.2428 5.1220
C: 1.8401 0.3236 4.4318
C: 1.7411 0.4615 3.0529
C: 0.5944 0.0166 2.4183
C: -0.4610 -0.5526 3.1116
C: -0.3618 -0.6885 4.4898
H: 2.7206 0.6466 4.9709
H: 2.5608 0.9001 2.4996
H: -1.3425 -0.9020 2.5889
H: -1.1540 -1.1369 5.0748

Atomic forces in eV per Å
-0.5 0.8 0.5
0.0 0.0 0.0
-0.3 0.2 0.1
0.5 -0.3 0.2
-0.6 0.0 0.1
0.3 0.2 0.0
-0.1 -0.1 -0.1
0.1 0.2 0.1
0.2 -0.1 -0.3
-0.1 0.1 0.1
0.1 0.0 0.1
0.0 0.0 -0.1
0.0 0.0 -0.2
0.1 -0.3 0.7
0.0 0.0 0.0
0.0 0.0 0.0
0.0 0.0 0.0
0.0 -0.1 -0.1
0.0 0.0 0.0
0.0 0.0 0.0
0.0 0.0 0.0
0.0 0.0 0.0
0.0 0.0 0.0
0.0 -0.1 0.0
0.0 0.1 0.0
0.0 0.1 0.3
0.2 -0.2 0.0
0.0 0.0 0.1
-0.3 -0.7 -0.3
0.4 0.4 0.2
0.0 0.1 -0.5
-0.1 -0.2 -0.1
0.3 -0.1 0.1
0.0 -0.2 0.1
-0.2 0.1 0.1
0.0 -0.2 -0.1
-0.1 0.1 0.1
0.1 0.1 0.0
-0.1 0.0 0.1
0.0 0.0 0.0
0.0 0.0 -0.1
0.1 0.0 0.0
-0.1 -0.1 0.2
-0.2 0.2 -1.6
0.2 0.0 0.2
-0.1 -0.1 0.0
0.0 0.0 0.0
0.0 0.0 0.0
0.0 0.0 0.1
0.0 0.0 0.0



Entry 3:
Here is a molecular structure, CHLiOSm from the OMol25 dataset. Energies are from the ωB97M-V functional and the def2-TZVPD basis.

Computed properties:
- E_HOMO (spin up / spin down) (eV) = -5.842 / -5.644
- Kohn-Sham gap (spin up / spin down) (eV) = 5.5 / 5.5
- E_LUMO (spin up / spin down) (eV) = -0.325 / -0.189
- total charge = 0
- <S²> = 12.393
- spin multiplicity = 7

Element x y z (Å)
H: -0.2699 -1.3392 0.6563
O: 1.3124 1.5855 0.0578
C: 1.3508 1.0198 1.0470
Sm: -1.1255 -1.3484 -1.4637
Li: -1.2678 0.0822 -0.2974

Atomic forces in eV per Å
-0.7 0.7 -0.9
0.0 -0.8 1.3
0.1 0.9 -1.2
0.6 -4.9 -3.6
0.0 4.2 4.4



Entry 4:
Here is 5 unconnected molecules or ions with the total composition C26H40Cl2N2O17P from the OMol25 dataset. Energies are from the ωB97M-V functional and the def2-TZVPD basis.

Computed properties:
- E_HOMO (eV) = -11.760
- Kohn-Sham gap (eV) = 7.0
- E_LUMO (eV) = -4.758
- total charge = +1

Element x y z (Å)
C: -1.9634 -3.5014 -3.0043
C: -0.8776 -2.5246 -2.3308
O: -1.5836 -1.3339 -1.9013
C: -0.1242 -3.1815 -1.0662
N: 0.3158 -2.1344 -0.0980
C: 1.6257 -1.4974 -0.5290
C: 1.2617 0.0111 -0.9500
O: 2.3750 0.9623 -0.8859
N: 2.9652 0.9808 0.3190
C: 2.3160 1.6787 1.4347
Cl: 0.7008 2.5367 1.2567
C: 2.9641 1.7773 2.8571
C: 4.3681 1.1168 3.1087
C: 4.9925 1.2937 4.5668
C: 6.2301 0.3193 4.9040
C: 5.7215 -0.6730 6.0879
Cl: 4.3972 -1.7401 5.4018
C: 5.0252 0.3892 1.9026
C: 4.2773 0.3529 0.5175
C: 4.9711 -0.3548 -0.7335
P: 5.4736 -2.1488 -0.4419
O: 4.3373 -3.0624 0.0381
O: 5.9537 -2.7539 -1.9848
O: 6.8385 -2.2676 0.5609
H: -2.6968 -3.9679 -2.2442
H: -1.4936 -4.3556 -3.6199
H: -2.5972 -2.8602 -3.7127
H: -0.0590 -2.3098 -3.1232
H: -2.0576 -1.5210 -1.0605
H: -0.9131 -3.8422 -0.5290
H: 0.7115 -3.8881 -1.4096
H: 0.5462 -2.6363 0.7795
H: 2.3278 -1.5838 0.3690
H: 2.0014 -2.0838 -1.4539
H: 0.9450 -0.0311 -2.0639
H: 0.3247 0.3279 -0.3756
H: 2.4562 2.3381 3.7267
H: 4.1609 1.1524 5.3364
H: 5.3746 2.3820 4.6796
H: 6.6674 -0.2363 4.0096
H: 7.0410 0.9787 5.4056
H: 5.2823 -0.0364 6.9508
H: 6.5955 -1.2524 6.5534
H: 6.0467 -0.1121 2.0087
H: 4.3627 -0.3255 -1.7017
H: 5.9405 0.2470 -0.9486
H: 5.3792 -3.5185 -2.2189
H: 7.6402 -2.5615 0.0517
C: -6.0872 -1.2590 -0.9997
C: -5.8898 -2.3318 -2.0246
O: -4.6891 -2.9656 -1.6003
C: -4.5592 -2.7223 -0.2689
O: -3.7444 -3.2500 0.4388
O: -5.4697 -1.8055 0.1584
H: -7.1415 -1.0474 -0.8156
H: -5.5786 -0.3272 -1.2650
H: -6.6980 -3.0678 -2.0211
H: -5.7814 -1.9293 -3.0330
C: -11.4609 -1.3574 0.1209
C: -10.9670 -2.3937 1.0834
O: -10.2412 -3.2858 0.2491
C: -9.8636 -2.5849 -0.8536
O: -9.0949 -2.9891 -1.6819
O: -10.4683 -1.3667 -0.8963
H: -11.5412 -0.3692 0.5764
H: -12.4245 -1.6231 -0.3231
H: -10.2872 -1.9788 1.8335
H: -11.7812 -2.9124 1.5918
C: -1.2175 5.8372 1.5542
C: 0.0094 5.6471 2.3943
O: 0.4117 6.9767 2.6822
C: -0.6953 7.7640 2.5659
O: -0.7463 8.9105 2.9018
O: -1.7353 7.0743 2.0185
H: -1.9457 5.0356 1.6911
H: -0.9856 5.9282 0.4887
H: -0.2036 5.1304 3.3355
H: 0.7971 5.1097 1.8655
C: 4.0154 2.6931 -3.9851
C: 2.5413 2.4436 -4.0871
O: 2.3395 2.2644 -5.4798
C: 3.5312 1.8674 -6.0088
O: 3.6745 1.4695 -7.1272
O: 4.5383 1.9814 -5.0963
H: 4.4384 2.3194 -3.0505
H: 4.2693 3.7518 -4.0916
H: 2.2338 1.5321 -3.5653
H: 1.9503 3.2819 -3.7143

Atomic forces in eV per Å
0.0 -0.2 -0.2
-0.2 -1.3 0.2
0.6 -0.4 -0.1
-1.6 -0.8 -0.2
1.7 -1.0 -0.1
-0.9 0.0 -0.2
-1.7 -2.2 -0.9
-0.2 -0.1 -0.3
1.9 0.4 4.7
1.8 0.0 2.8
2.7 -1.7 -0.2
1.8 -1.9 -3.2
-1.9 0.2 -2.8
0.5 0.1 -0.9
-0.5 0.3 1.8
0.9 1.2 0.0
0.9 0.5 0.6
-3.6 1.9 -0.5
0.3 0.3 2.3
0.8 1.2 0.2
-1.2 -4.8 -0.3
2.6 3.0 -0.7
-0.4 1.5 2.5
-1.3 0.6 -2.6
1.4 0.8 -1.1
-0.6 1.3 1.0
1.0 -0.9 1.0
-1.6 0.4 1.2
0.6 -0.2 -0.7
1.3 1.1 -0.7
-1.0 1.0 0.4
-0.4 0.4 -0.8
-0.6 0.3 -1.6
-0.1 1.1 1.6
0.7 0.5 1.8
1.6 -0.1 -0.6
0.7 -1.0 -1.9
1.0 0.2 -1.2
-0.8 -1.7 -0.5
-0.7 0.7 1.4
-1.1 -1.2 -1.1
0.5 -1.1 -1.6
-1.5 0.4 -1.0
-1.8 0.8 -0.4
0.6 -0.1 1.6
-1.5 -0.9 0.3
0.3 0.6 0.5
-1.0 0.3 0.5
-0.6 0.7 -0.1
-0.7 -0.2 -0.9
0.1 0.2 0.9
0.4 -0.4 0.4
-0.4 0.5 -0.6
0.6 -0.5 -0.1
0.1 -0.1 0.1
0.0 -0.1 0.0
0.1 0.1 0.0
0.2 -0.1 0.1
-0.7 0.6 0.1
-0.3 -0.1 0.9
0.2 0.3 -0.7
0.5 -0.4 -0.6
-0.5 0.4 0.7
0.4 -0.6 0.0
0.1 0.0 -0.2
0.1 0.0 0.0
0.0 0.0 -0.1
0.2 -0.1 -0.1
-0.5 -0.5 -0.5
0.5 -0.5 0.2
-0.4 0.1 -0.1
-0.2 1.5 0.4
0.1 -1.1 -0.3
0.4 0.1 0.2
-0.1 0.2 0.0
0.0 0.0 0.1
0.0 0.0 0.0
0.1 0.3 0.1
0.5 0.3 0.5
-0.7 0.1 0.5
0.5 -0.1 -0.1
0.1 -0.5 -1.5
-0.1 0.4 1.1
-0.4 -0.1 -0.1
0.1 0.0 -0.2
0.0 -0.1 0.0
0.0 0.0 0.0
0.0 -0.1 -0.2



| no. | maximum force (eV Å⁻¹) |
| --- | --- |
| 1 | 5.93 |
| 2 | 1.65 |
| 3 | 6.12 |
| 4 | 5.05 |